Record 1
Below is a molecular structure, C25H22GaN4O4Se at a distorted geometry, with properties calculated with ωB97M-V/def2-TZVPD.

Each line ends with the Löwdin charge.
Cartesian coordinates (Å):
1 Se 1.87424 -2.06620 -0.28674  0.88
2 Ga -0.19635 -0.53800 -0.34388  0.42
3 O -0.07654 5.70317 -3.72570  0.03
4 O 0.12789 1.25959 -1.04114  -0.02
5 O 0.25482 -0.24320 -2.68047  -0.02
6 O 0.52073 5.16007 -5.90841  0.03
7 N -1.05177 -0.38489 1.47508  0.01
8 N -2.16824 -1.08109 1.57035  0.18
9 N 2.38136 -2.10162 2.52964  -0.10
10 N 1.45624 -4.02817 1.90864  -0.13
11 C -0.44083 0.14166 5.12319  -0.09
12 C 1.05385 -5.08668 1.02321  -0.03
13 C 0.30764 4.39799 -3.78882  -0.21
14 C -2.51740 -1.12199 -2.15126  -0.08
15 C 0.59417 4.02387 -5.09881  -0.15
16 C 2.16771 -2.92227 3.64900  -0.05
17 C 0.16180 3.38284 -2.82807  0.09
18 C 0.81460 1.66417 3.87769  -0.07
19 C 0.44047 1.09679 2.67471  -0.04
20 C 0.22853 0.93322 -2.29395  -0.58
21 C 1.68759 -4.12375 3.30402  0.00
22 C 0.37100 2.03793 -3.25307  -0.13
23 C -3.85556 -1.30877 -2.27496  -0.07
24 C -4.62736 -1.65473 -1.15750  -0.05
25 C -0.49625 0.05540 2.74282  -0.25
26 C 1.84498 -2.80336 1.46154  -0.59
27 C 3.31394 -0.93241 2.40948  0.00
28 C 0.08429 6.19838 -5.03528  -0.15
29 C -4.07037 -1.67202 0.13059  0.00
30 C 0.89498 2.68282 -5.49350  0.03
31 C -1.93619 -1.16477 -0.88500  -0.14
32 C -0.90572 -0.44940 3.95546  -0.03
33 C 0.39720 1.21016 5.15119  -0.06
34 C 0.76788 1.68925 -4.55358  -0.02
35 C -2.70964 -1.31876 0.27054  -0.27
36 H -4.35878 -1.12358 -3.22971  0.12
37 H -1.78449 -0.93822 -3.04234  0.15
38 H 1.30787 -5.04320 3.81931  0.16
39 H 1.05735 0.65064 -4.81554  0.14
40 H 4.23161 -1.28760 2.87262  0.10
41 H 0.85936 1.40211 1.70220  0.12
42 H -0.78129 -0.24393 6.14084  0.14
43 H 1.58716 2.46133 3.82066  0.12
44 H -0.88841 6.66587 -5.33629  0.15
45 H 2.28308 -2.46055 4.65907  0.15
46 H 2.98913 0.00485 2.94476  0.10
47 H -5.72734 -1.78056 -1.30179  0.12
48 H 3.43458 -0.81340 1.30480  0.04
49 H -0.15965 3.77084 -1.82458  0.15
50 H -1.69537 -1.20288 3.89112  0.12
51 H -4.68699 -1.80868 1.01571  0.11
52 H 0.93792 6.96285 -4.99721  0.16
53 H 1.02051 -4.65929 -0.04997  0.09
54 H 1.22624 2.46326 -6.48741  0.11
55 H 1.73576 -5.97270 1.07837  0.12
56 H 0.10292 -5.47810 1.38043  0.09
57 H 0.61514 1.79570 5.99796  0.10

Computed properties:
LUMO energy = -0.1639 Eh
spin multiplicity = 1
ΔE to the lowest compared entry with this formula, charge and spin = 25.9 kcal/mol
frontier orbital gap = 5.69 eV
charge = +1
HOMO level = -10.147 eV

---

Record 2
Below is a molecular structure, C25H23AsN7OS9Sc at a distorted geometry, with properties calculated with ωB97M-V/def2-TZVPD.

Each line ends with the Löwdin charge.
Cartesian coordinates (Å):
1 As 4.32911 -3.29898 -1.69284  0.02
2 Sc 2.50720 0.09645 0.87415  0.24
3 S 1.88693 -1.53176 -1.10858  -0.22
4 S -6.48751 -2.05422 -1.65954  1.00
5 S 1.09093 -1.45991 2.59369  0.52
6 S 3.06071 -2.49799 0.27925  -0.19
7 S 1.27899 1.57653 2.79699  0.54
8 S 1.77365 2.32217 -1.70742  1.00
9 S 3.46199 -1.35035 -2.69467  -0.32
10 S 6.28607 -2.70232 -1.37840  -0.35
11 S 7.09577 0.09524 2.04955  1.07
12 O 2.19890 1.68138 -0.34206  -0.67
13 N -1.96008 -1.44106 5.21368  0.07
14 N -5.80243 -5.51497 -4.49357  0.04
15 N 6.13693 0.19739 -0.45362  0.08
16 N -2.65414 -0.16243 -0.29589  0.08
17 N 4.60929 0.21677 2.73598  0.02
18 N -2.49012 2.01473 2.75812  0.10
19 N 4.57603 0.23705 1.34869  -0.12
20 C -2.60587 -1.45709 -0.66105  -0.09
21 C -0.86296 0.14534 3.48533  -0.46
22 C -5.54326 -4.20589 -4.87976  -0.08
23 C -6.10683 -3.38822 -2.69163  -0.59
24 C 6.01080 -0.20337 4.71385  -0.24
25 C 0.48726 0.09145 3.00196  -1.24
26 C 2.96995 3.66576 -1.80211  -0.22
27 C -4.89364 -1.40755 -1.24568  -0.51
28 C -3.73949 -2.17867 -1.10508  -0.05
29 C -6.16718 -5.70022 -3.22803  -0.17
30 C 0.25062 3.15567 -1.41221  -0.37
31 C -3.78342 0.54181 -0.38417  -0.13
32 C -1.29744 4.97556 -1.82500  -0.10
33 C 5.85615 0.23324 0.83640  -0.65
34 C -0.08555 4.37408 -2.05295  -0.10
35 C -1.41242 -0.78123 4.41154  -0.29
36 C -1.72330 1.15567 3.03374  -0.29
37 C -6.24404 -4.71063 -2.22941  -0.07
38 C -1.91942 3.26425 -0.22722  -0.06
39 C -2.24366 4.39896 -0.96821  -0.08
40 C 4.85506 0.39555 5.50027  -0.10
41 C -4.90434 -0.02065 -0.98956  -0.10
42 C -5.63669 -3.11907 -3.95219  -0.08
43 C 5.81792 0.08245 3.24356  -0.58
44 C -0.66047 2.63893 -0.48172  -0.04
45 H -6.46578 -6.71195 -2.95831  0.10
46 H -2.54831 2.80624 0.56937  0.06
47 H -1.55763 -1.85568 -0.57235  0.12
48 H 4.77421 1.47154 5.28300  0.08
49 H 5.05981 0.30636 6.59059  0.08
50 H -6.53839 -4.95673 -1.19540  0.11
51 H 6.96490 -0.31108 -0.60181  0.00
52 H 2.74408 4.38163 -0.98918  0.08
53 H -5.50191 -3.98346 -5.92278  0.09
54 H -3.75100 1.57397 -0.05704  0.07
55 H 3.97429 3.22719 -1.68635  0.07
56 H 3.91174 -0.01317 5.24439  0.06
57 H -0.46362 1.75432 0.12021  0.09
58 H 0.61538 4.85783 -2.64920  0.07
59 H 6.08263 -1.25276 4.86993  0.10
60 H -5.73340 0.57293 -1.21461  0.07
61 H 5.41841 0.01855 -1.13007  0.02
62 H 6.87958 0.31201 5.00229  0.08
63 H -3.26413 4.77087 -0.92049  0.10
64 H 2.81101 4.12586 -2.76273  0.04
65 H -1.48847 5.90031 -2.31439  0.09
66 H -3.68169 -3.22053 -1.26148  0.09
67 H -5.55775 -2.14414 -4.35778  0.10

Computed properties:
LUMO energy (spin up / spin down) = 0.1214 / 0.1214 Eh
spin multiplicity = 1
ΔE to the lowest compared entry with this formula, charge and spin = 126.8 kcal/mol
frontier orbital gap (spin up / spin down) = 2.26 / 2.25 eV
charge = -2
HOMO level (spin up / spin down) = 1.039 / 1.056 eV

---

Record 3
Below is a molecular structure, C25H23BCl32F9N4O8S at a distorted geometry, with properties calculated with ωB97M-V/def2-TZVPD.

Each line ends with the Löwdin charge.
Cartesian coordinates (Å):
1 Cl -6.92647 -2.82664 -9.72950  0.52
2 Cl 6.41503 1.52441 -4.46605  0.63
3 Cl -8.40227 -0.34058 -10.05650  0.52
4 Cl 1.55166 -7.56879 4.96255  0.52
5 Cl -0.38258 -3.30448 0.09156  0.61
6 Cl -2.12718 -2.49612 -2.09207  0.55
7 Cl -5.97121 -0.22947 -3.76641  0.53
8 Cl -4.58135 7.56471 -2.18887  0.54
9 Cl -2.45485 5.62647 4.22288  0.52
10 Cl 9.28322 1.12076 -4.74120  0.53
11 Cl 7.55793 0.93896 -7.07689  0.53
12 Cl -2.34025 2.95491 3.07610  0.54
13 Cl -1.25799 -6.85285 4.72089  0.55
14 Cl -2.63275 5.47757 -1.63032  0.56
15 Cl -1.90007 -5.30695 -1.37577  0.55
16 Cl -7.40982 -1.10874 -7.43160  0.48
17 Cl -0.39596 -9.57312 4.15330  0.47
18 Cl -4.60007 -2.07810 -5.54621  0.52
19 Cl -5.54630 -0.27510 -9.50472  0.49
20 Cl -3.27121 -3.45832 0.40403  0.56
21 Cl -2.10841 -10.05522 0.67539  0.50
22 Cl -2.54928 -12.90464 0.28608  0.52
23 Cl -5.32026 5.29038 -0.53150  0.52
24 Cl 0.11649 -11.78661 -0.04407  0.52
25 Cl -3.08258 -0.07563 -4.07887  0.53
26 Cl 7.46276 -1.13002 -5.03347  0.53
27 Cl -4.29777 4.87382 2.10089  0.48
28 Cl -0.37875 -8.58249 6.88900  0.53
29 Cl -1.06790 -11.96556 2.60751  0.48
30 Cl -4.82718 0.73273 -6.26250  0.50
31 Cl -4.58820 3.72143 4.75665  0.54
32 Cl -3.46886 7.29112 0.48568  0.50
33 S 2.16008 -0.43501 3.20497  0.92
34 F -1.42605 -2.76203 6.76792  0.04
35 F -2.34390 -3.31486 4.63721  0.04
36 F -1.43985 -1.10166 5.03721  0.05
37 F -0.44774 -2.39778 2.58349  -0.05
38 F 1.21754 -2.46152 5.86125  0.06
39 F 3.25476 -2.95766 3.79896  0.05
40 F 0.25514 -4.56931 5.29396  -0.05
41 F 0.79651 -4.42349 2.83900  0.01
42 F 2.43532 -2.59466 1.58845  -0.02
43 O 3.61171 -0.07194 3.70828  -0.35
44 O 2.18183 3.38859 4.75600  0.07
45 O -0.25950 0.44680 -1.59934  -0.05
46 O -4.31803 2.25723 0.10850  -0.18
47 O 1.20089 0.10028 4.31683  -0.32
48 O 4.18011 5.30446 -1.39455  0.08
49 O -1.02248 1.87869 0.27976  -0.15
50 O 3.41435 3.24997 -2.66980  -0.04
51 N 3.32062 3.31029 0.00578  0.12
52 N 1.08489 2.56653 2.42117  0.08
53 N 1.22083 2.16768 -0.81845  0.19
54 N 2.11709 1.98700 1.70385  -0.13
55 C 0.12821 1.22439 -0.37489  -0.40
56 C -7.07121 -1.13773 -9.18056  -2.00
57 C 2.12738 -2.30018 3.03759  -0.21
58 C -3.27500 0.06525 -0.54126  -0.11
59 C -4.62026 -0.41259 -4.91348  -1.98
60 C 1.97278 0.48917 1.55565  -0.27
61 C -4.00078 6.40593 -0.96623  -1.97
62 C 4.44171 5.41711 3.24760  0.01
63 C 0.64249 0.05893 0.70235  -0.03
64 C -1.94389 2.48892 -0.68885  -0.17
65 C -1.40227 -11.67799 0.88120  -2.00
66 C 2.20358 2.50889 0.27639  -0.01
67 C 0.67734 -3.00254 3.33945  -0.12
68 C -3.36605 1.66410 -0.88913  -0.30
69 C 1.56636 3.21647 3.55607  0.07
70 C -0.12027 -8.14429 5.18146  -1.99
71 C -1.92026 -3.64144 -0.74304  -1.94
72 C -1.24085 -2.54863 5.28316  -0.14
73 C 7.67976 0.61351 -5.32941  -1.96
74 C 3.94475 5.01986 1.90102  -0.13
75 C -3.42024 4.29415 3.53915  -1.97
76 C 4.28300 2.07273 -2.82841  -0.27
77 C 0.26760 -3.10472 4.92308  -0.08
78 C 4.37069 3.65219 1.08429  -0.11
79 C 3.33973 0.91883 -3.58755  -0.08
80 B 3.60694 3.92319 -1.37189  -0.44
81 H 4.64368 2.74148 1.76538  0.15
82 H -2.26115 3.54122 -0.22191  0.07
83 H 0.38567 0.69593 -2.34845  0.13
84 H 3.62950 5.61589 4.08455  0.08
85 H -3.87298 2.02734 0.99531  0.06
86 H 3.20989 5.75638 1.31543  0.13
87 H -1.43332 2.77150 -1.72929  0.13
88 H -3.85707 1.86620 -1.94166  0.14
89 H -2.86108 -0.49410 -1.51147  -0.06
90 H -2.60894 -0.20613 0.38316  0.09
91 H 5.59177 5.60411 3.50864  0.10
92 H -4.40080 -0.32062 -0.44047  0.11
93 H 4.68548 5.45160 -2.26366  0.15
94 H 2.90912 0.13317 0.90578  0.18
95 H 4.75792 1.67930 -1.82800  0.14
96 H 3.87702 0.46105 -4.52941  0.07
97 H 5.12404 2.38179 -3.61688  -0.05
98 H 5.37306 3.93102 0.49864  0.15
99 H 0.74502 3.00302 -1.22339  0.16
100 H -0.23409 -0.08495 1.49992  0.14
101 H 2.38615 1.49275 -4.01596  0.10
102 H 0.72900 -0.99240 0.15865  0.09
103 H 2.91914 0.11542 -2.84516  0.08

Computed properties:
LUMO energy = -0.1948 Eh
spin multiplicity = 1
frontier orbital gap = 6.18 eV
charge = +1
HOMO level = -11.477 eV

---

Record 4
Below is a molecular structure, C25H23CrF6I2N2O7S2 at a distorted geometry, with properties calculated with ωB97M-V/def2-TZVPD.

Each line ends with the Löwdin spin population.
Cartesian coordinates (Å):
1 I -1.71383 -2.09890 -0.30496  0.00
2 I -4.14941 -1.35664 -1.41999  0.01
3 Cr 0.20490 -0.13479 -0.31427  3.03
4 S 2.91876 -2.53328 -1.66854  0.00
5 S 1.17716 -3.34578 0.21989  0.00
6 F 0.15580 -4.51963 -1.94544  0.00
7 F -0.63091 -5.22335 -0.05703  0.00
8 F 5.43558 -2.40816 -1.26293  0.00
9 F 4.31898 -2.15016 0.57471  0.00
10 F 1.33624 -5.83182 -0.68539  0.00
11 F 4.42696 -0.54250 -0.87976  0.00
12 O 1.97244 0.40103 0.13397  0.02
13 O 0.03339 -2.82215 0.99666  0.01
14 O 2.23133 -3.84619 1.02928  0.00
15 O 3.64492 0.58610 1.58972  0.01
16 O 0.16769 -0.08123 1.83465  0.01
17 O 3.09241 -3.95334 -1.69581  0.00
18 O 2.98075 -1.78422 -2.88121  0.00
19 N 1.50106 -2.20504 -0.86605  0.01
20 N -0.14842 0.35590 -2.41428  -0.02
21 C 1.83611 -1.10785 3.29681  0.00
22 C 0.24426 -0.59302 -3.46896  0.00
23 C 1.02260 2.45188 5.45967  0.00
24 C 0.19544 2.47208 -1.35936  0.00
25 C 1.49506 3.78260 3.51738  0.00
26 C 0.86848 -2.04404 3.63681  0.00
27 C 1.10832 1.29940 4.69098  0.00
28 C -1.06226 3.96770 0.59679  -0.01
29 C 1.38877 1.38181 3.33070  0.00
30 C 2.49246 -3.31710 4.86931  0.00
31 C -0.51705 4.59961 -0.50784  0.02
32 C 0.72287 1.56559 -2.44030  0.01
33 C 3.45425 -2.36387 4.56332  0.00
34 C 1.47206 0.12027 2.47508  0.00
35 C 1.56928 2.63460 2.74685  0.00
36 C -0.96255 2.58476 0.72969  0.00
37 C 1.22420 3.69285 4.87605  0.00
38 C 0.11006 3.84640 -1.49555  -0.01
39 C 0.47492 -4.84046 -0.69851  0.00
40 C 3.13109 -1.26323 3.78725  0.00
41 C 2.48609 0.37925 1.33304  0.01
42 C 1.19769 -3.15042 4.40807  0.00
43 C -0.32961 1.81996 -0.23812  -0.11
44 C 4.36064 -1.84706 -0.70779  0.00
45 C -1.53289 0.77691 -2.73834  0.00
46 H 0.51540 4.33105 -2.37654  0.00
47 H 0.81106 2.37683 6.51824  0.00
48 H 0.43377 -3.87753 4.65169  0.00
49 H 0.04081 -0.15187 -4.45008  0.00
50 H -1.57448 4.54462 1.35636  0.00
51 H -0.15316 -1.91358 3.31220  0.00
52 H -0.44596 0.53645 2.24971  0.00
53 H -1.41924 2.12654 1.60246  0.00
54 H -2.12474 -0.10002 -2.97558  0.00
55 H -2.00364 1.30709 -1.91752  0.00
56 H 1.76959 2.71683 1.68564  0.00
57 H -0.33549 -1.51018 -3.36599  0.00
58 H 0.96194 0.33123 5.15220  0.00
59 H 1.29390 -0.82662 -3.39881  0.00
60 H 3.88292 -0.52391 3.55298  0.00
61 H 1.75285 1.25192 -2.25344  0.00
62 H 1.65378 4.74849 3.05584  0.00
63 H -1.50688 1.43116 -3.61531  0.00
64 H -0.59478 5.67365 -0.61444  0.00
65 H 2.74929 -4.17818 5.47246  0.00
66 H 1.16901 4.59036 5.47849  0.00
67 H 4.46538 -2.47362 4.93316  0.00
68 H 0.67918 2.04280 -3.42545  0.00

Computed properties:
LUMO energy (spin up / spin down) = -0.0575 / -0.0620 Eh
spin multiplicity = 4
ΔE to the lowest compared entry with this formula, charge and spin = 10.6 kcal/mol
frontier orbital gap (spin up / spin down) = 7.58 / 7.47 eV
<S²> = 3.827
HOMO level (spin up / spin down) = -9.143 / -9.158 eV

---

DFT total energy for every record listed, in sequence, given in eV: -158147.935 -217833.467 -485296.023 -126209.100.